A | ORCA calculation (wB97M-V/def2-TZVPD) on a gas-phase ion, CH3ClO2P (charge -1).

- E_LUMO (eV) = 3.9492
- SMILES = [O-]P(Cl)CO
- net charge = -1
- HOMO-LUMO gap (eV) = 7.09
- highest occupied orbital energy (eV) = -3.142

Each line ends with the Mulliken charge.
CARTESIAN COORDINATES (ANGSTROEM)
O: 2.39 -0.59 -0.64  -0.485
P: 1.55 0.06 0.31  0.181
Cl: 0.88 -1.32 1.76  -0.383
C: -0.44 0.50 -0.33  -0.678
O: -1.78 -0.10 -0.62  -0.543
H: -0.48 1.03 0.62  0.300
H: -0.34 1.20 -1.16  0.295
H: -1.79 -0.78 0.05  0.314



B | ORCA calculation (wB97M-V/def2-TZVPD) on 2 unconnected molecules or ions with the total composition CH3ClO2P.

- E_LUMO (eV) = 3.4370
- net charge = -1
- HOMO-LUMO gap (eV) = 7.90
- highest occupied orbital energy (eV) = -4.465

Each line ends with the Mulliken charge.
CARTESIAN COORDINATES (ANGSTROEM)
C: 0.50 0.17 -0.50  -0.248
O: -0.65 1.22 1.85  -0.585
O: 0.54 -1.04 2.05  -0.591
P: 0.13 0.13 1.26  0.912
Cl: -2.12 -1.00 -2.08  -0.855
H: -0.36 -0.31 -1.04  -0.134
H: 0.56 1.21 -0.84  0.252
H: 1.41 -0.38 -0.70  0.248



Most stable structure: B



A | ORCA calculation (wB97M-V/def2-TZVPD) on a single C3H6N2O2 molecule.

- E_LUMO (eV) = 0.0224
- SMILES = NC(=O)NCC=O
- HOMO-LUMO gap (eV) = 9.52
- highest occupied orbital energy (eV) = -9.497

Each line ends with the Mulliken charge.
CARTESIAN COORDINATES (ANGSTROEM)
N: -0.25 -1.13 1.57  -0.624
C: 0.84 -0.35 1.05  0.472
O: 1.99 -0.77 1.38  -0.629
N: 0.48 0.71 0.36  -0.214
C: -0.75 0.66 -0.52  -0.328
C: -0.37 0.63 -1.98  0.033
O: 0.05 1.67 -2.52  -0.453
H: -0.24 -1.40 2.62  0.304
H: -0.06 -2.03 1.16  0.240
H: 1.40 1.03 0.08  0.280
H: -1.30 -0.25 -0.34  0.332
H: -1.32 1.54 -0.21  0.277
H: -0.48 -0.31 -2.64  0.310



B | ORCA calculation (wB97M-V/def2-TZVPD) on a single C3H6N2O2 molecule.

- E_LUMO (eV) = 0.9811
- SMILES = [H]/N=C/OCC(N)=O
- HOMO-LUMO gap (eV) = 10.88
- highest occupied orbital energy (eV) = -9.899

Each line ends with the Mulliken charge.
CARTESIAN COORDINATES (ANGSTROEM)
H: -0.25 0.21 -2.32  0.218
N: -0.44 -0.27 -1.45  -0.579
C: 0.42 -1.15 -1.16  0.084
O: 0.47 -1.66 0.08  -0.321
C: -0.15 -0.77 1.00  -0.356
C: 0.33 0.65 0.61  0.579
N: -0.50 1.70 0.88  -0.486
O: 1.46 0.81 0.20  -0.594
H: 1.24 -1.54 -1.78  0.357
H: -1.23 -0.90 1.00  0.329
H: 0.26 -0.99 1.99  0.290
H: -0.20 2.56 0.44  0.256
H: -1.50 1.54 0.91  0.223



C | ORCA calculation (wB97M-V/def2-TZVPD) on 3 unconnected molecules or ions with the total composition C3H6N2O2.

- E_LUMO (eV) = 0.3213
- SMILES = N=C=NC=O.[H][H].C=O
- HOMO-LUMO gap (eV) = 10.77
- highest occupied orbital energy (eV) = -10.451

Each line ends with the Mulliken charge.
CARTESIAN COORDINATES (ANGSTROEM)
N: 1.77 0.45 -1.68  -0.578
C: 1.51 0.48 -0.49  0.628
N: 1.27 0.63 0.71  -0.367
C: 1.59 -0.25 1.75  0.101
O: 0.89 -0.42 2.70  -0.441
H: 1.04 0.20 -2.34  0.383
H: 2.58 -0.74 1.64  0.321
H: -2.03 0.24 1.55  0.027
H: -1.36 0.17 1.87  -0.030
C: -1.82 -0.19 -1.42  -0.071
O: -1.06 0.09 -2.32  -0.453
H: -1.58 -0.95 -0.65  0.234
H: -2.81 0.30 -1.33  0.245



D | ORCA calculation (wB97M-V/def2-TZVPD) on a single C3H6N2O2 molecule.

- E_LUMO (eV) = 0.5140
- HOMO-LUMO gap (eV) = 8.54
- highest occupied orbital energy (eV) = -8.029

Each line ends with the Mulliken charge.
CARTESIAN COORDINATES (ANGSTROEM)
C: -1.36 -0.52 -0.13  -0.542
C: 0.69 -1.11 -0.44  0.073
C: -0.82 0.65 0.62  -0.092
N: 1.25 0.05 -0.22  -0.032
N: 0.44 1.17 0.15  -0.327
O: 1.51 -2.14 -0.58  -0.424
O: -0.72 0.67 2.00  -0.537
H: -1.21 -0.20 -1.22  0.201
H: -1.52 1.40 0.39  0.443
H: 2.18 0.17 -0.27  0.203
H: 0.61 1.93 -0.61  0.317
H: 0.94 -2.87 -0.61  0.370
H: -0.23 -0.14 2.23  0.346



Most stable structure: B



A | ORCA calculation (wB97M-V/def2-TZVPD) on 4 unconnected molecules or ions with the total composition C4H16O3.

- E_LUMO (eV) = 0.5408
- SMILES = CCCC.O.O.O
- HOMO-LUMO gap (eV) = 11.52
- highest occupied orbital energy (eV) = -10.979

Each line ends with the Mulliken charge.
CARTESIAN COORDINATES (ANGSTROEM)
C: 1.39 -0.54 0.97  -1.000
C: 0.05 -0.98 0.37  -0.517
C: -0.48 -0.04 -0.71  -0.128
C: -1.80 -0.52 -1.32  -1.317
H: 1.26 0.46 1.44  0.180
H: 1.71 -1.27 1.75  0.352
H: 2.23 -0.50 0.17  0.221
H: 0.13 -2.06 -0.06  0.369
H: -0.73 -1.12 1.17  0.368
H: 0.28 0.09 -1.53  0.335
H: -0.56 0.94 -0.28  0.249
H: -2.15 0.19 -2.16  0.340
H: -1.70 -1.51 -1.80  0.284
H: -2.55 -0.63 -0.56  0.307
O: 1.18 2.89 0.69  -0.629
H: 0.29 2.77 1.16  0.357
H: 1.30 3.84 0.66  0.299
O: 0.93 -3.28 -2.10  -0.603
H: 1.43 -3.42 -2.95  0.308
H: 1.06 -2.38 -1.94  0.294
O: -1.34 2.10 1.98  -0.651
H: -1.84 2.17 2.80  0.282
H: -1.35 1.19 1.72  0.302



B | ORCA calculation (wB97M-V/def2-TZVPD) on 4 unconnected molecules or ions with the total composition C4H16O3.

- E_LUMO (eV) = 0.4448
- SMILES = CCCC.O.O.O
- HOMO-LUMO gap (eV) = 11.01
- highest occupied orbital energy (eV) = -10.561

Each line ends with the Mulliken charge.
CARTESIAN COORDINATES (ANGSTROEM)
C: 0.54 -1.40 0.59  -0.808
C: -0.84 -1.75 0.01  -0.441
C: -1.25 -0.65 -0.94  -0.348
C: -2.41 0.33 -0.37  -1.524
H: 1.22 -1.02 -0.20  0.288
H: 1.10 -2.21 1.12  0.252
H: 0.27 -0.50 1.14  0.195
H: -1.63 -1.84 0.77  0.300
H: -0.80 -2.63 -0.66  0.290
H: -1.88 -1.07 -1.74  0.245
H: -0.61 0.07 -1.44  0.425
H: -2.70 1.20 -0.93  0.437
H: -2.03 0.52 0.63  0.347
H: -3.38 -0.16 -0.33  0.391
O: 2.79 -0.47 2.61  -0.647
H: 3.31 -1.10 2.08  0.320
H: 2.54 0.23 2.00  0.305
O: 2.62 0.93 -0.44  -0.621
H: 2.73 0.95 -1.40  0.288
H: 1.99 1.63 -0.22  0.320
O: -0.20 2.90 -1.11  -0.586
H: -0.38 3.56 -0.41  0.337
H: -1.01 2.46 -0.75  0.233



C | ORCA calculation (wB97M-V/def2-TZVPD) on 4 unconnected molecules or ions with the total composition C4H16O3.

- E_LUMO (eV) = 0.6793
- SMILES = CC(C)C.O.O.O
- HOMO-LUMO gap (eV) = 10.92
- highest occupied orbital energy (eV) = -10.244

Each line ends with the Mulliken charge.
CARTESIAN COORDINATES (ANGSTROEM)
C: -1.14 0.46 -0.94  -1.274
C: 0.13 0.12 -0.21  0.445
C: 0.43 1.33 0.63  -1.234
C: -0.28 -1.15 0.85  -1.381
H: -2.01 -0.06 -0.48  0.347
H: -1.57 1.49 -1.03  0.332
H: -1.26 0.12 -1.98  0.351
H: 0.92 -0.23 -0.84  0.503
H: -0.48 1.73 0.96  0.217
H: 1.07 2.17 0.17  0.300
H: 0.92 1.01 1.66  0.265
H: -0.81 -0.73 1.73  0.383
H: -1.11 -1.76 0.45  0.401
H: 0.64 -1.59 1.04  0.360
O: -2.36 2.43 1.95  -0.592
H: -2.09 2.78 2.75  0.277
H: -2.79 2.97 1.37  0.276
O: -0.38 -1.55 -2.30  -0.580
H: 0.38 -1.59 -1.70  0.322
H: -0.20 -1.87 -3.27  0.281
O: 3.63 -1.60 -0.09  -0.651
H: 3.82 -1.40 0.83  0.332
H: 2.69 -1.75 -0.11  0.320



Most stable structure: A



A | ORCA calculation (wB97M-V/def2-TZVPD) on a molecular structure, C2H4N4O.

- E_LUMO (eV) = 0.5509
- HOMO-LUMO gap (eV) = 8.88
- highest occupied orbital energy (eV) = -8.324

Each line ends with the Mulliken charge.
CARTESIAN COORDINATES (ANGSTROEM)
C: 0.49 0.27 -0.24  0.562
C: -1.27 1.02 -0.95  -0.101
H: 1.04 -1.28 1.29  0.265
H: 2.29 -0.35 2.19  0.298
H: -2.04 1.77 -1.13  0.374
H: -2.35 -0.93 -1.02  0.278
N: 2.12 -0.89 1.24  -0.480
N: 1.58 0.31 0.50  -0.382
N: -0.07 1.45 -0.63  -0.362
N: -1.44 -0.39 -0.98  -0.108
O: -0.37 -0.97 -0.28  -0.345



B | ORCA calculation (wB97M-V/def2-TZVPD) on a single C2H4N4O molecule.

- E_LUMO (eV) = 0.6640
- SMILES = Nc1n[nH]c(O)n1
- HOMO-LUMO gap (eV) = 9.37
- highest occupied orbital energy (eV) = -8.702

Each line ends with the Mulliken charge.
CARTESIAN COORDINATES (ANGSTROEM)
N: 2.19 0.39 0.01  -0.411
C: 0.87 0.08 -0.02  0.502
N: 0.40 -1.04 0.48  -0.712
N: -0.97 -0.86 0.36  -0.023
C: -1.16 0.38 -0.21  0.579
O: -2.43 0.78 -0.13  -0.493
N: -0.06 1.01 -0.49  -0.570
H: 2.81 -0.38 0.18  0.263
H: 2.49 1.10 -0.63  0.248
H: -1.45 -1.63 -0.09  0.241
H: -2.64 0.15 0.59  0.377



Most stable structure: B



A | ORCA calculation (wB97M-V/def2-TZVPD) on a single C2H4N4O molecule.

- E_LUMO (eV) = 0.4061
- SMILES = Nc1n[nH]c(O)n1
- HOMO-LUMO gap (eV) = 9.81
- highest occupied orbital energy (eV) = -9.400

Each line ends with the Mulliken charge.
CARTESIAN COORDINATES (ANGSTROEM)
N: 2.16 0.48 -0.07  -0.425
C: 0.94 -0.21 -0.03  0.515
N: 0.64 -1.44 0.41  -0.437
N: -1.11 -1.29 0.34  -0.261
C: -1.19 -0.09 -0.17  0.606
O: -2.33 0.58 -0.33  -0.507
N: -0.09 0.53 -0.49  -0.624
H: 3.00 0.20 0.41  0.236
H: 2.01 1.49 -0.08  0.257
H: -2.02 -1.66 0.71  0.270
H: -2.01 1.42 -0.70  0.371



B | ORCA calculation (wB97M-V/def2-TZVPD) on a single C2H4N4O molecule.

- E_LUMO (eV) = 0.5658
- SMILES = [H]/N=C1\NN=CON1
- HOMO-LUMO gap (eV) = 9.74
- highest occupied orbital energy (eV) = -9.171

Each line ends with the Mulliken charge.
CARTESIAN COORDINATES (ANGSTROEM)
H: 0.11 -1.99 1.87  0.214
N: -0.69 -1.37 1.51  -0.671
C: -0.25 -0.57 0.57  0.402
N: 1.02 -0.20 0.24  0.006
N: 1.23 0.99 -0.42  -0.552
C: 0.38 1.05 -1.39  0.160
O: -0.77 0.41 -1.41  -0.267
N: -1.18 0.30 0.00  -0.293
H: 1.73 -0.40 1.01  0.296
H: 0.52 2.01 -1.94  0.361
H: -2.09 -0.23 -0.06  0.345



C | ORCA calculation (wB97M-V/def2-TZVPD) on a molecular structure, C2H4N4O.

- E_LUMO (eV) = 0.3240
- HOMO-LUMO gap (eV) = 9.90
- highest occupied orbital energy (eV) = -9.576

Each line ends with the Mulliken charge.
CARTESIAN COORDINATES (ANGSTROEM)
C: 0.55 1.23 -0.05  -0.026
C: -1.01 -0.01 0.00  0.596
H: 2.81 -1.41 -0.39  0.310
H: 2.03 -0.89 1.27  0.293
H: 1.18 2.17 -0.36  0.305
H: -2.14 -1.49 0.49  0.351
N: 2.26 -0.52 0.19  -0.673
N: 1.01 -0.01 -0.27  0.649
N: -0.84 1.22 0.21  -0.512
N: -0.05 -0.80 -0.22  -0.755
O: -2.21 -0.63 -0.01  -0.536



D | ORCA calculation (wB97M-V/def2-TZVPD) on a molecular structure, C2H4N4O.

- E_LUMO (eV) = -0.0895
- HOMO-LUMO gap (eV) = 8.20
- highest occupied orbital energy (eV) = -8.290

Each line ends with the Mulliken charge.
CARTESIAN COORDINATES (ANGSTROEM)
N: -1.29 -1.59 -1.17  -0.478
C: -0.62 -0.57 -0.51  0.462
N: -1.15 0.63 -0.33  -0.580
N: -0.21 1.28 0.42  -0.208
C: 0.74 0.40 0.57  0.284
O: 1.78 1.18 1.21  -0.432
N: 0.63 -0.78 0.04  -0.626
H: -2.04 -1.23 -1.75  0.277
H: -0.66 -2.19 -1.70  0.255
H: 0.91 1.97 1.08  0.642
H: 1.91 0.91 2.14  0.405



Most stable structure: A



A | ORCA calculation (wB97M-V/def2-TZVPD) on a single C2H4N4O molecule.

- E_LUMO (eV) = 0.2238
- SMILES = [H]/N=c1\ncon1N
- HOMO-LUMO gap (eV) = 9.34
- highest occupied orbital energy (eV) = -9.114

Each line ends with the Mulliken charge.
CARTESIAN COORDINATES (ANGSTROEM)
H: 0.80 2.69 0.11  0.285
N: 0.03 1.95 0.00  -0.641
C: 0.37 0.73 -0.07  0.456
N: 1.70 0.32 0.06  -0.481
C: 1.59 -1.05 -0.04  0.072
O: 0.23 -1.60 0.13  -0.311
N: -0.62 -0.35 -0.36  0.126
N: -1.82 -0.44 0.14  -0.388
H: 2.35 -1.75 -0.17  0.410
H: -2.03 0.18 0.79  0.206
H: -2.62 -0.67 -0.59  0.267



B | ORCA calculation (wB97M-V/def2-TZVPD) on a single C2H4N4O molecule.

- E_LUMO (eV) = 0.0502
- SMILES = NC1=N[C@@H](O)N=N1
- HOMO-LUMO gap (eV) = 9.80
- highest occupied orbital energy (eV) = -9.754

Each line ends with the Mulliken charge.
CARTESIAN COORDINATES (ANGSTROEM)
N: 2.10 0.31 0.00  -0.363
C: 0.79 0.02 0.04  0.483
N: -0.19 0.71 0.48  -0.623
C: -1.32 -0.17 0.34  0.346
O: -2.41 0.40 -0.29  -0.499
N: -0.81 -1.38 -0.39  -0.225
N: 0.41 -1.29 -0.51  -0.195
H: 2.73 -0.32 -0.46  0.242
H: 2.42 1.23 0.28  0.237
H: -1.64 -0.56 1.31  0.254
H: -2.11 1.22 -0.69  0.344



C | ORCA calculation (wB97M-V/def2-TZVPD) on a single C2H4N4O molecule.

- E_LUMO (eV) = 0.7579
- SMILES = [H]/N=c1/[nH][nH]/c(=N/[H])o1
- HOMO-LUMO gap (eV) = 10.76
- highest occupied orbital energy (eV) = -10.007

Each line ends with the Mulliken charge.
CARTESIAN COORDINATES (ANGSTROEM)
H: 0.40 2.46 1.52  0.259
N: -0.25 1.71 1.60  -0.650
C: 0.05 0.71 0.92  0.669
N: -0.88 -0.44 0.83  -0.367
N: -1.06 -0.74 -0.71  -0.325
C: 0.28 -0.47 -1.02  0.521
N: 1.13 -0.86 -1.94  -0.710
H: 2.22 -0.77 -1.69  0.294
O: 0.84 0.45 -0.05  -0.328
H: -1.78 -0.27 1.19  0.271
H: -0.95 -1.78 -0.66  0.364



Most stable structure: B